Model A:
Here is a cluster of 2 separate species, C6H12NS in total from OMol25. Energies are from ωB97M-V/def2-TZVPD.

Total charge ... +1
LUMO level ... -5.20 eV

Element x y z (Å)
C: -1.78 -0.03 1.09
C: -0.72 -1.53 -1.01
C: -1.49 1.32 0.42
C: -1.90 -0.96 -0.20
C: -1.27 -0.21 -1.18
C: 3.49 -0.09 -0.13
N: -0.94 1.03 -0.89
S: 1.87 0.25 0.46
H: -1.01 -0.29 1.80
H: -2.76 0.00 1.57
H: 0.26 -1.51 -0.50
H: -0.96 -2.43 -1.74
H: -2.58 1.77 0.38
H: -0.90 2.07 0.93
H: -2.70 -1.68 -0.22
H: 4.25 0.03 0.60
H: 3.84 0.59 -0.96
H: 3.46 -1.15 -0.37
H: 2.01 1.33 1.27
H: -0.19 1.52 -1.33


Model B:
Here is the ion C6H12NS with charge +1 from OMol25. Energies are from ωB97M-V/def2-TZVPD.

SMILES ... CC[C@]1(S)C[N+]12CC2
Total charge ... +1
LUMO level ... -2.67 eV

Element x y z (Å)
C: -1.63 0.21 -1.32
C: -0.60 -0.24 -2.32
C: 0.75 1.42 -0.78
C: 0.89 0.10 -0.08
C: -0.56 -0.21 1.98
C: 0.79 -0.13 1.36
N: -0.22 0.37 -1.06
S: 2.23 -0.98 -0.59
H: -2.24 1.08 -1.28
H: -2.08 -0.65 -0.82
H: -0.40 -1.27 -2.48
H: -0.22 0.27 -3.20
H: 0.51 2.28 -0.14
H: 1.22 1.78 -1.68
H: -0.94 0.78 2.26
H: -0.46 -0.93 2.92
H: -1.25 -0.69 1.31
H: 1.38 -1.03 1.62
H: 1.27 0.73 1.78
H: 2.51 -0.54 -1.85


The least stable of them is model A.


Model A:
Here is the ion C3H9N2Si with charge +1 from OMol25. Energies are from ωB97M-V/def2-TZVPD.

SMILES ... [SiH3]N1C=[NH+]CC1
Total charge ... +1
LUMO level ... -3.29 eV

Element x y z (Å)
C: 0.27 0.11 -1.17
C: -0.73 -0.06 0.85
C: -1.83 -0.02 -0.18
N: 0.50 -0.05 0.08
N: -0.99 0.36 -1.33
Si: 2.24 -0.14 0.71
H: 1.00 0.20 -1.84
H: -0.81 0.96 1.31
H: -0.81 -0.99 1.45
H: -2.29 -0.86 -0.47
H: -2.57 0.78 0.11
H: -1.54 0.47 -2.19
H: 2.35 -1.52 1.24
H: 2.35 0.60 1.94
H: 2.86 0.16 -0.48


Model B:
Here is the ion C3H9N2Si with charge +1 from OMol25. Energies are from ωB97M-V/def2-TZVPD.

SMILES ... C=C/[NH+]=C\N[SiH3]
Total charge ... +1
LUMO level ... -3.67 eV

Element x y z (Å)
C: -0.31 -0.02 0.86
C: 2.63 -0.47 -0.87
C: 2.08 0.43 -0.08
N: -1.03 0.29 -0.17
N: 1.01 0.16 0.89
Si: -2.86 0.02 -0.20
H: -0.92 -0.44 1.66
H: 2.41 -1.46 -1.13
H: 3.54 -0.20 -1.38
H: -0.62 0.64 -0.97
H: 2.54 1.36 0.09
H: 1.40 0.03 1.78
H: -3.33 0.31 -1.54
H: -3.47 0.77 0.97
H: -3.07 -1.41 0.11


The least stable of them is model B.


Model A:
Here is the molecule C6H8ClN from OMol25. Energies are from ωB97M-V/def2-TZVPD.

SMILES ... C[C@]1(Cl)C=NC=CC1
Total charge ... 0
LUMO level ... 0.57 eV

Element x y z (Å)
C: 1.63 -0.33 -1.11
C: 2.23 -0.95 -0.08
C: 0.53 -0.73 1.43
C: 0.39 0.37 -0.85
C: -0.41 -0.46 0.23
C: -1.74 0.14 0.52
N: 1.77 -0.82 1.22
Cl: -0.73 -2.20 -0.34
H: 2.15 -0.25 -2.22
H: 3.22 -1.51 -0.11
H: 0.32 -0.59 2.46
H: 0.47 1.33 -0.33
H: -0.32 0.55 -1.58
H: -2.17 0.37 -0.46
H: -1.70 1.01 1.15
H: -2.49 -0.55 1.01


Model B:
Here is the molecule C6H8ClN from OMol25. Energies are from ωB97M-V/def2-TZVPD.

Total charge ... 0
LUMO level (spin up / spin down) ... -0.09 / -0.10 eV

Element x y z (Å)
C: 0.36 1.30 0.89
C: 0.54 -1.49 -0.22
C: 2.26 -0.12 0.69
C: -0.65 -0.99 0.52
C: -0.73 0.54 0.25
C: -1.03 0.84 -1.22
N: 1.68 -1.08 0.17
Cl: 3.41 -0.14 1.90
H: 0.65 2.16 0.27
H: 0.47 -2.05 -1.14
H: -1.56 -1.49 0.19
H: -0.52 -1.13 1.60
H: -1.58 0.88 0.87
H: -1.35 1.88 -1.34
H: -1.82 0.20 -1.60
H: -0.14 0.69 -1.83


The least stable of them is model B.


Model A:
Here is a structure of composition C5H11N2O from OMol25. Energies are from ωB97M-V/def2-TZVPD.

Total charge ... -1
LUMO level ... 2.47 eV

Element x y z (Å)
C: -0.89 -1.18 -1.69
O: -1.70 -1.27 -2.75
C: -0.35 0.25 -1.44
C: 0.54 0.31 -0.24
C: 1.05 1.62 0.35
N: -0.61 0.31 1.57
C: 0.37 0.85 2.22
N: 1.43 1.46 1.72
H: -1.39 -1.46 -0.70
H: 0.00 -1.84 -1.76
H: -1.23 0.89 -1.28
H: 0.18 0.64 -2.33
H: -0.28 0.13 0.72
H: 1.34 -0.43 -0.28
H: 0.22 2.32 0.20
H: 1.88 2.04 -0.27
H: -0.86 -2.72 1.32
H: -0.12 -2.68 1.34
H: 0.42 0.74 3.31


Model B:
Here is a cluster of 2 separate species, C5H11N2O in total from OMol25. Energies are from ωB97M-V/def2-TZVPD.

Total charge ... -1
LUMO level ... 4.24 eV

Element x y z (Å)
C: -0.88 -0.47 2.55
C: -2.09 -0.04 2.23
C: 0.42 1.42 2.51
N: 0.12 0.34 3.11
H: -0.54 -1.48 2.39
H: -2.32 1.02 2.32
H: -2.85 -0.69 1.82
H: 1.01 2.15 3.07
H: 0.13 1.54 1.46
C: 1.01 0.19 -1.19
O: 0.55 0.12 0.08
C: 0.37 -0.85 -2.12
N: 0.93 -0.78 -3.48
H: 0.86 1.18 -1.70
H: 2.12 0.05 -1.26
H: 0.56 -1.85 -1.74
H: -0.71 -0.65 -2.08
H: 0.41 -1.36 -4.13
H: 0.89 0.17 -3.84


The least stable of them is model A.